1.
A molecular structure, C17H41I2N3O2SSi4Ti, computed with ωB97M-V/def2-TZVPD.

Each line ends with the Mulliken spin population.
CARTESIAN COORDINATES (ANGSTROEM)
Ti (-0.09, -0.96, -0.55)  0.053
I (2.01, -1.56, -1.99)  -0.001
C (2.84, -1.46, 1.98)  0.845
I (0.82, -1.73, 2.09)  0.080
H (3.36, -1.20, 2.89)  0.005
H (3.33, -1.76, 1.07)  0.053
C (3.99, 1.24, 0.18)  0.026
Si (2.65, 2.19, -0.73)  -0.022
C (2.93, 2.12, -2.59)  0.000
C (2.76, 3.98, -0.16)  -0.001
Si (0.45, 1.49, -0.20)  -0.002
Si (-0.14, 2.31, 1.94)  -0.017
C (-0.50, 4.15, 1.77)  0.000
C (1.29, 2.09, 3.13)  0.004
C (-1.70, 1.51, 2.62)  0.008
Si (-0.97, 2.49, -1.82)  -0.007
C (-0.71, 1.77, -3.53)  0.000
C (-2.76, 2.36, -1.25)  0.000
C (-0.51, 4.31, -1.95)  -0.001
H (4.96, 1.66, -0.09)  0.004
H (3.99, 0.18, -0.09)  0.000
H (3.87, 1.33, 1.26)  -0.015
H (3.98, 1.96, -2.81)  0.000
H (2.64, 3.07, -3.04)  0.000
H (2.36, 1.33, -3.08)  0.000
H (3.74, 4.38, -0.44)  0.000
H (2.68, 4.06, 0.93)  0.000
H (2.00, 4.62, -0.61)  0.000
H (0.33, 4.70, 1.34)  0.000
H (-0.69, 4.56, 2.77)  0.000
H (-1.39, 4.32, 1.17)  0.000
H (2.17, 2.64, 2.79)  0.001
H (1.57, 1.05, 3.28)  0.004
H (1.01, 2.51, 4.11)  0.001
H (-2.52, 1.61, 1.92)  0.000
H (-1.98, 2.03, 3.54)  0.000
H (-1.58, 0.46, 2.86)  -0.004
H (-0.69, 0.69, -3.57)  0.000
H (0.22, 2.15, -3.95)  0.000
H (-1.52, 2.11, -4.19)  0.000
H (-2.94, 1.55, -0.55)  0.000
H (-3.43, 2.23, -2.11)  0.000
H (-3.05, 3.28, -0.75)  0.000
H (0.48, 4.44, -2.38)  0.000
H (-0.55, 4.84, -0.99)  0.000
H (-1.23, 4.79, -2.62)  0.000
C (2.24, -5.96, -0.50)  0.000
N (1.22, -4.94, -0.66)  0.000
C (0.00, -4.98, -0.11)  -0.001
S (-1.10, -3.70, -0.34)  0.003
N (-0.32, -6.05, 0.61)  0.000
C (-1.61, -6.26, 1.27)  -0.001
H (3.12, -5.64, -1.04)  0.000
H (1.92, -6.92, -0.91)  0.000
H (2.51, -6.09, 0.55)  0.000
H (1.43, -4.11, -1.19)  0.000
H (0.33, -6.82, 0.63)  0.000
H (-1.96, -5.32, 1.68)  0.001
H (-1.46, -6.97, 2.07)  0.000
H (-2.35, -6.65, 0.57)  0.000
O (-2.59, -1.77, 2.41)  0.000
C (-2.87, -1.48, 1.28)  0.004
C (-4.19, -1.69, 0.54)  0.000
C (-3.88, -1.40, -0.93)  0.000
C (-2.45, -0.95, -0.85)  0.003
O (-1.62, -0.71, -1.80)  -0.001
N (-1.95, -0.89, 0.37)  -0.024
H (-4.94, -1.02, 0.97)  0.000
H (-4.53, -2.71, 0.71)  0.000
H (-4.48, -0.60, -1.37)  0.000
H (-3.94, -2.27, -1.58)  0.000

Its spin multiplicity is 2. The relative energy (zero: lowest compared OMol25 entry of this formula, charge and spin) comes out at 0.0 kcal/mol. The frontier orbital gap (spin up / spin down) is 6.907 / 6.876 eV. The net charge is +1. The maximum force comes out at 0.5 eV/Å. The HOMO energy (spin up / spin down) comes out at -0.4012 / -0.4008 Ha. The value obtained for the molar mass is 765.62 g mol⁻¹.

=====

2.
5 unconnected molecules or ions with the total composition C17H42BClN4O6P2, computed with ωB97M-V/def2-TZVPD.

Each line ends with the Löwdin charge.
CARTESIAN COORDINATES (ANGSTROEM)
C (1.27, -0.65, 1.09)  -0.042
C (0.91, 0.54, 1.62)  -0.422
P (-0.55, 1.52, 1.31)  0.536
Cl (0.64, 3.47, 1.75)  0.039
B (-1.09, 2.37, -0.32)  -0.935
O (-0.50, 2.10, -1.50)  0.140
O (-2.12, 3.29, -0.27)  0.096
P (-1.87, -0.30, 0.95)  0.807
C (-1.64, -0.85, -0.79)  -0.305
C (-3.59, 0.37, 1.18)  -0.462
C (-4.54, 0.18, 0.00)  -0.153
H (1.29, -1.56, 1.69)  0.070
H (1.59, -0.76, 0.05)  0.075
H (1.56, 0.98, 2.39)  0.060
H (-1.34, 1.80, 2.43)  0.012
H (-1.03, 2.47, -2.22)  0.120
H (-1.87, 3.97, 0.37)  0.085
H (-0.77, -0.39, -1.26)  0.021
H (-1.45, -1.92, -0.77)  0.017
H (-2.51, -0.70, -1.43)  0.029
H (-3.99, -0.14, 2.06)  0.056
H (-3.54, 1.43, 1.44)  0.053
H (-4.10, 0.52, -0.93)  0.057
H (-4.81, -0.87, -0.07)  0.038
H (-5.43, 0.77, 0.17)  0.074
C (-7.26, -2.31, -0.52)  -0.348
O (-6.07, -2.57, -0.50)  -0.006
N (-8.15, -2.86, 0.32)  -0.194
C (-9.56, -2.52, 0.28)  -0.062
C (-7.67, -3.82, 1.30)  -0.032
H (-7.70, -1.59, -1.22)  0.136
H (-9.88, -2.10, 1.24)  0.089
H (-10.16, -3.42, 0.08)  0.088
H (-9.74, -1.79, -0.50)  0.081
H (-6.92, -3.37, 1.95)  0.075
H (-7.20, -4.67, 0.80)  0.094
H (-8.51, -4.17, 1.90)  0.086
C (-3.48, -3.54, 2.39)  -0.337
O (-4.58, -3.73, 2.89)  0.000
N (-2.52, -4.48, 2.31)  -0.192
C (-1.23, -4.21, 1.72)  -0.062
C (-2.80, -5.81, 2.84)  -0.044
H (-3.18, -2.57, 1.97)  0.086
H (-1.05, -4.86, 0.87)  0.091
H (-0.43, -4.37, 2.46)  0.089
H (-1.20, -3.17, 1.39)  0.032
H (-3.66, -6.24, 2.32)  0.091
H (-3.04, -5.75, 3.90)  0.091
H (-1.93, -6.44, 2.70)  0.084
C (4.25, 0.87, 0.06)  -0.367
O (4.75, -0.14, 0.53)  0.005
N (4.75, 1.57, -0.97)  -0.189
C (4.09, 2.76, -1.47)  -0.050
C (5.99, 1.13, -1.59)  -0.041
H (3.31, 1.30, 0.45)  0.109
H (3.82, 2.63, -2.52)  0.090
H (4.74, 3.63, -1.38)  0.083
H (3.18, 2.95, -0.90)  0.077
H (5.88, 0.12, -1.98)  0.096
H (6.80, 1.12, -0.86)  0.092
H (6.26, 1.81, -2.40)  0.056
C (8.82, 3.39, -3.44)  -0.341
O (8.31, 2.31, -3.19)  0.003
N (9.11, 4.32, -2.52)  -0.196
C (9.71, 5.59, -2.87)  -0.059
C (8.80, 4.04, -1.13)  -0.033
H (9.08, 3.69, -4.47)  0.134
H (10.67, 5.71, -2.37)  0.090
H (9.05, 6.42, -2.58)  0.089
H (9.87, 5.64, -3.94)  0.082
H (9.34, 3.15, -0.80)  0.096
H (7.73, 3.85, -1.00)  0.083
H (9.09, 4.88, -0.51)  0.086

The structure (SMILES) is C=C[PH](Cl)(B(O)O)P(C)CC.CN(C)C=O.CN(C)C=O.CN(C)C=O.CN(C)C=O. The frontier orbital gap is 6.848 eV. The maximum force comes out at 2.0 eV/Å. The HOMO energy comes out at -0.2776 Ha. The value obtained for the molar mass is 506.76 g mol⁻¹.

=====

3.
5 unconnected molecules or ions with the total composition C17H42ClNO3S, computed with ωB97M-V/def2-TZVPD.

Each line ends with the Löwdin charge.
CARTESIAN COORDINATES (ANGSTROEM)
C (-4.69, 0.09, -1.23)  -0.073
C (-3.49, -0.91, -1.24)  -0.226
C (-2.27, -0.15, -1.81)  -0.174
C (-1.05, -1.09, -1.51)  -0.086
N (0.23, -0.68, -2.27)  -0.164
C (0.72, 0.67, -2.03)  -0.109
C (0.20, 1.64, -3.14)  -0.079
C (0.27, 0.64, -4.31)  -0.118
C (-0.07, -0.74, -3.71)  -0.100
C (1.29, -1.68, -1.89)  -0.109
C (0.93, -3.17, -2.01)  -0.181
C (2.10, -4.08, -1.58)  -0.065
H (-4.77, 0.60, -2.09)  0.024
H (-4.56, 0.83, -0.46)  0.081
H (-5.64, -0.31, -1.16)  0.046
H (-3.71, -1.95, -1.84)  0.152
H (-3.28, -1.51, -0.33)  0.104
H (-2.03, 0.79, -1.20)  0.139
H (-2.48, -0.12, -2.79)  0.067
H (-1.32, -2.12, -1.88)  0.135
H (-0.96, -1.07, -0.36)  0.149
H (1.82, 0.60, -2.05)  0.163
H (0.48, 0.91, -1.14)  0.011
H (0.89, 2.53, -3.18)  0.148
H (-0.73, 1.98, -2.92)  0.053
H (1.16, 0.52, -4.65)  0.035
H (-0.33, 0.89, -5.24)  0.151
H (0.45, -1.46, -4.54)  0.203
H (-0.96, -0.97, -3.93)  0.036
H (1.88, -1.58, -1.00)  0.131
H (2.11, -1.64, -2.45)  0.089
H (0.69, -3.26, -2.94)  0.041
H (0.23, -3.53, -1.27)  0.110
H (2.07, -5.13, -1.76)  0.076
H (2.40, -3.92, -0.51)  0.087
H (2.91, -4.01, -2.15)  0.024
Cl (0.90, 0.32, 1.70)  -0.224
C (1.81, -4.08, 2.43)  -0.170
C (2.75, -2.96, 2.78)  -0.334
O (3.01, -2.14, 1.59)  -0.112
H (1.69, -4.64, 3.50)  0.102
H (2.15, -5.00, 1.78)  0.086
H (0.74, -3.64, 2.08)  0.108
H (3.77, -3.54, 2.94)  0.123
H (2.65, -2.37, 3.85)  0.159
H (2.36, -1.59, 1.55)  -0.186
C (-1.92, 4.51, 0.50)  -0.093
C (-0.96, 3.39, 0.42)  -0.304
O (-1.32, 2.59, 1.55)  -0.123
H (-1.89, 5.00, -0.55)  0.105
H (-1.68, 5.31, 1.12)  0.058
H (-2.93, 4.31, 0.50)  0.045
H (-0.07, 3.77, 0.68)  0.073
H (-1.17, 2.78, -0.55)  0.120
H (-0.74, 1.96, 1.84)  -0.119
C (1.41, 1.77, 5.66)  -0.252
S (0.04, 2.78, 5.02)  0.832
O (-0.26, 3.83, 6.13)  -0.596
C (0.89, 3.70, 3.76)  -0.248
H (2.28, 2.41, 5.85)  0.057
H (1.62, 0.98, 5.00)  0.010
H (1.00, 1.44, 6.63)  0.056
H (1.23, 2.93, 3.10)  0.006
H (1.78, 4.20, 4.38)  0.121
H (0.40, 4.34, 3.35)  -0.077

The relative energy (zero: lowest compared OMol25 entry of this formula, charge and spin) comes out at 25.9 kcal/mol. The frontier orbital gap is 7.697 eV. The maximum force comes out at 12.5 eV/Å. The HOMO energy comes out at -0.2859 Ha. The value obtained for the molar mass is 376.05 g mol⁻¹.

=====

4.
11 unconnected molecules or ions with the total composition C17H42N8O25, computed with ωB97M-V/def2-TZVPD.

Each line ends with the Mulliken spin population.
CARTESIAN COORDINATES (ANGSTROEM)
C (-3.64, -1.74, 0.07)  0.039
N (-4.67, -0.77, 0.39)  -0.010
O (-5.88, -1.11, 0.17)  0.014
O (-4.35, 0.40, 0.78)  0.913
H (-4.18, -2.65, 0.31)  0.016
H (-2.79, -1.68, 0.75)  0.009
H (-3.41, -1.59, -0.98)  -0.004
C (0.95, -0.05, 0.65)  0.000
N (-0.04, -0.07, -0.44)  0.000
O (-0.39, 1.02, -0.92)  0.000
O (-0.43, -1.14, -0.83)  0.001
H (1.30, 0.98, 0.64)  0.000
H (1.80, -0.70, 0.45)  0.000
H (0.49, -0.35, 1.60)  0.000
C (-0.80, -2.73, -3.48)  0.000
N (-0.19, -4.08, -3.86)  0.000
O (-0.87, -4.82, -4.57)  0.000
O (0.96, -4.24, -3.47)  0.000
H (-1.68, -2.70, -2.84)  0.000
H (-0.98, -2.35, -4.48)  0.000
H (-0.03, -2.10, -3.03)  0.000
C (-1.48, 2.55, 3.02)  0.000
N (-1.11, 2.18, 4.42)  0.000
O (-0.03, 1.59, 4.66)  0.000
O (-1.95, 2.59, 5.26)  0.000
H (-0.91, 1.89, 2.38)  0.000
H (-1.14, 3.56, 2.80)  0.000
H (-2.55, 2.37, 2.93)  0.000
C (3.28, -0.77, -3.82)  0.000
N (3.26, -1.15, -2.43)  0.000
O (3.59, -2.33, -2.11)  0.000
O (3.00, -0.29, -1.60)  0.000
H (4.15, -0.20, -4.16)  0.000
H (2.56, 0.03, -3.97)  0.000
H (3.17, -1.59, -4.53)  0.000
C (-0.27, -4.85, -0.06)  0.000
N (-1.70, -5.32, -0.32)  0.000
O (-1.86, -6.27, -1.06)  0.002
O (-2.60, -4.81, 0.30)  0.001
H (0.36, -5.24, -0.85)  0.000
H (0.07, -5.30, 0.87)  0.000
H (-0.19, -3.76, -0.05)  0.000
C (-2.98, 2.57, -1.77)  0.001
N (-4.01, 1.69, -2.28)  -0.002
O (-3.72, 0.62, -2.75)  0.006
O (-5.12, 2.15, -2.28)  0.007
H (-3.53, 3.42, -1.38)  0.000
H (-2.49, 2.81, -2.71)  0.000
H (-2.27, 2.11, -1.07)  -0.001
C (-1.10, -1.32, 4.85)  0.001
N (-1.58, -1.35, 3.47)  -0.001
O (-1.04, -2.18, 2.76)  0.000
O (-2.44, -0.54, 3.09)  0.008
H (-0.03, -1.09, 4.84)  0.000
H (-1.27, -2.30, 5.29)  0.000
H (-1.74, -0.64, 5.40)  0.000
C (0.51, 1.98, -3.55)  0.000
O (-0.36, 1.06, -4.23)  0.000
C (-1.20, 1.49, -5.05)  0.000
O (-1.45, 2.64, -5.28)  0.000
O (-1.84, 0.44, -5.40)  0.000
C (-3.00, 0.43, -6.24)  0.000
H (1.29, 2.40, -4.19)  0.000
H (1.07, 1.31, -2.89)  0.000
H (-0.12, 2.80, -3.20)  0.000
H (-2.76, 0.94, -7.18)  0.000
H (-3.89, 0.80, -5.74)  0.000
H (-3.25, -0.58, -6.57)  0.000
C (4.04, 2.13, 0.88)  0.000
O (3.80, 3.54, 1.16)  0.000
C (2.61, 4.04, 1.58)  0.000
O (1.60, 3.29, 1.72)  0.000
O (2.74, 5.34, 1.89)  0.000
C (1.59, 6.22, 1.97)  0.000
H (3.53, 1.84, -0.04)  0.000
H (3.50, 1.53, 1.61)  0.000
H (5.07, 1.79, 0.94)  0.000
H (1.36, 6.34, 3.03)  0.000
H (0.68, 5.93, 1.45)  0.000
H (1.88, 7.22, 1.66)  0.000
C (2.78, -3.38, 3.38)  0.000
O (2.80, -2.28, 4.25)  0.000
C (3.10, -1.02, 3.81)  0.000
O (3.23, -0.71, 2.65)  0.000
O (3.26, -0.28, 4.91)  0.000
C (3.35, 1.13, 4.78)  0.000
H (2.19, -4.14, 3.89)  0.000
H (3.81, -3.70, 3.26)  0.000
H (2.36, -3.24, 2.39)  0.000
H (3.37, 1.65, 5.73)  0.000
H (2.49, 1.47, 4.19)  0.000
H (4.36, 1.23, 4.38)  0.000

Its spin multiplicity is 2. The frontier orbital gap (spin up / spin down) is 5.788 / 2.815 eV. The net charge is +1. The maximum force comes out at 6.0 eV/Å. The HOMO energy (spin up / spin down) comes out at -0.4716 / -0.4716 Ha. The value obtained for the molar mass is 758.55 g mol⁻¹.

=====

Which of these has the lowest maximum force? C17H41I2N3O2SSi4Ti